[1]
The following is a DFT calculation (ωB97M-V/def2-TZVPD) of C46H47BrN6O8PSTeTi as an isolated structure.

XYZ file:
```
112
Properties=species:S:1:pos:R:3:forces:R:3:mulliken_charge:R:1
Ti 0.417 -0.407 -0.496 -1.433 0.360 -2.014 -0.2224
C 3.827 1.795 -2.617 0.074 0.184 -0.254 -2.0683
C 2.454 1.775 -1.999 0.919 -2.083 0.793 0.5664
N 2.153 0.688 -1.291 0.508 2.206 -1.143 1.4648
N 3.275 -0.051 -1.043 0.800 -0.622 0.378 -1.2205
C 3.026 -1.093 -0.288 -0.584 0.510 -0.405 0.1704
O 1.821 -1.382 0.049 3.323 -1.788 1.318 0.3140
C 4.134 -1.892 0.244 0.294 -0.296 0.261 0.2642
C 3.865 -2.802 1.265 -0.165 0.125 -0.128 -0.1771
C 4.885 -3.568 1.798 0.141 -0.001 0.123 -0.9608
C 6.183 -3.427 1.326 -0.073 0.001 -0.050 -0.4149
C 6.455 -2.514 0.316 0.130 -0.012 0.028 -0.7293
C 5.439 -1.745 -0.221 -0.186 0.083 -0.029 -0.3912
C 1.629 2.959 -2.148 -0.978 1.077 -0.431 1.0705
C 2.034 3.992 -3.022 0.377 -0.593 0.069 -1.3929
C 1.275 5.126 -3.167 -0.376 0.225 0.058 -0.6992
C 0.078 5.228 -2.472 0.273 0.120 -0.186 -1.2048
C -0.243 4.188 -1.629 -0.157 -0.231 0.582 -0.2130
N 0.510 3.115 -1.431 0.245 -0.462 0.043 0.9546
H 4.534 2.310 -1.960 0.068 0.002 -0.035 0.2396
H 4.173 0.772 -2.732 0.055 0.172 -0.072 0.4724
H 3.832 2.286 -3.588 0.000 0.002 0.066 0.5953
H 2.848 -2.890 1.623 -0.008 -0.096 -0.074 0.5237
H 4.673 -4.277 2.589 -0.037 -0.014 -0.018 0.4153
H 6.983 -4.030 1.738 0.000 -0.010 0.015 0.3721
H 7.468 -2.403 -0.050 -0.002 0.005 -0.032 0.3938
H 5.636 -1.027 -1.006 0.013 -0.010 -0.030 0.4311
H 2.952 3.890 -3.580 -0.111 0.142 0.017 0.3612
H 1.599 5.925 -3.822 0.026 -0.035 -0.043 0.4258
H -0.568 6.088 -2.580 -0.048 -0.023 0.036 0.4722
H -1.151 4.215 -1.030 -0.009 0.052 -0.061 0.1968
Br 1.826 -3.984 -1.566 0.602 -0.709 -0.119 -0.6117
C -0.391 -2.590 -2.588 -0.212 0.628 -0.511 -0.4748
C -0.509 -3.174 -3.859 -0.048 -0.158 0.288 -1.6017
C 0.042 -2.552 -4.944 0.036 0.112 0.121 -0.4989
C 0.630 -1.303 -4.761 -0.001 0.004 -0.048 -1.3533
C 0.628 -0.761 -3.499 0.375 -0.247 -0.047 -0.3946
N 0.163 -1.377 -2.399 -0.383 -1.250 -0.775 1.7505
H -0.997 -4.136 -3.916 0.052 -0.030 -0.012 0.5231
H 0.012 -3.018 -5.921 -0.023 -0.008 -0.019 0.3606
H 1.053 -0.743 -5.582 -0.039 0.042 0.001 0.4889
H 1.024 0.228 -3.344 0.063 0.002 -0.012 0.4062
C -4.055 -1.217 0.840 0.026 0.067 -0.042 -0.8497
N -3.393 -1.062 2.117 0.024 -0.128 -0.178 0.4984
C -3.618 -2.097 3.099 -0.045 0.108 0.097 -1.0768
C -2.561 -0.036 2.353 -0.008 0.334 0.211 -0.2415
O -2.308 0.881 1.578 -0.435 -0.406 0.184 -0.4502
H -5.141 -1.131 0.963 0.003 -0.016 -0.017 0.4771
H -3.825 -2.193 0.406 0.049 -0.007 0.026 0.2361
H -3.703 -0.439 0.173 -0.012 0.069 -0.084 0.0019
H -4.617 -2.002 3.539 0.012 -0.057 0.015 0.3075
H -2.869 -2.028 3.887 0.008 -0.002 0.000 0.3107
H -3.533 -3.079 2.632 0.069 -0.003 0.009 0.3684
H -2.140 -0.055 3.369 0.085 -0.111 -0.043 0.1443
C -4.528 3.345 -0.928 0.111 -0.307 -0.096 -1.0928
C -4.371 2.210 -1.927 -0.170 0.268 -0.088 -0.2496
O -3.443 1.263 -1.426 0.607 0.215 -0.281 0.1796
P -2.081 0.754 -2.165 -1.699 -0.847 0.476 -0.7018
O -1.098 0.581 -1.028 -1.409 1.571 -1.053 0.3187
Te -1.607 1.912 -4.128 0.101 0.341 -0.202 -0.2854
O -2.550 -0.772 -2.473 0.309 0.566 0.020 0.3507
C -3.355 -1.072 -3.608 -0.301 -0.151 -0.152 -0.5036
C -4.366 -2.131 -3.208 0.288 0.172 0.137 -1.2093
H -5.349 3.999 -1.223 -0.005 0.048 0.002 0.4639
H -3.603 3.920 -0.885 -0.005 0.069 0.063 0.0771
H -4.728 2.927 0.059 -0.012 0.089 0.040 0.2175
H -4.028 2.589 -2.896 -0.083 -0.026 0.067 0.2945
H -5.329 1.700 -2.077 0.083 -0.040 0.021 0.2953
H -2.705 -1.441 -4.406 0.027 0.078 0.007 0.2712
H -3.855 -0.170 -3.975 0.025 -0.056 0.000 0.4913
H -3.837 -2.985 -2.785 -0.062 -0.065 -0.002 0.1302
H -4.945 -2.453 -4.073 -0.036 -0.002 -0.009 0.4158
H -5.034 -1.725 -2.447 -0.075 -0.074 0.003 0.2722
O -1.131 -3.216 -1.645 0.080 0.075 0.196 -0.0654
C -0.896 -3.090 -0.319 -0.297 0.032 0.234 -0.2827
N -0.604 -1.928 0.296 -0.632 -1.148 0.361 1.6921
C -0.438 -2.195 1.652 -0.132 0.033 0.341 -0.4527
O -0.118 -1.342 2.489 -0.026 -0.198 0.194 -0.5088
C -0.743 -3.602 1.869 -0.111 -0.156 -0.420 0.1796
C -0.752 -4.386 3.013 0.005 0.026 0.059 -0.4399
C -1.115 -5.715 2.900 0.027 0.094 0.089 -0.7545
C -1.469 -6.253 1.648 -0.025 -0.105 -0.103 -0.7095
C -1.444 -5.495 0.498 -0.025 -0.002 -0.108 -0.5807
C -1.067 -4.151 0.601 0.031 0.081 0.237 0.3073
H -0.474 -3.946 3.964 -0.005 -0.033 0.033 0.4885
H -1.121 -6.355 3.773 -0.012 0.007 0.010 0.4097
H -1.749 -7.297 1.592 -0.007 -0.007 -0.026 0.3935
H -1.704 -5.921 -0.463 0.057 -0.047 -0.003 0.4893
O 0.740 0.810 0.954 0.051 1.624 1.327 0.5803
S -0.002 2.056 1.338 0.679 0.803 1.561 0.6929
C 1.328 3.286 1.495 0.133 0.046 -0.347 1.0126
C 2.643 2.927 1.249 -0.116 -0.226 -0.074 -0.5465
C 3.647 3.876 1.378 -0.019 0.050 0.005 -0.8294
C 3.334 5.176 1.747 0.046 -0.001 0.000 -0.6828
C 2.012 5.531 1.985 -0.003 0.007 -0.012 -0.8367
C 1.007 4.586 1.856 -0.147 -0.066 -0.102 -0.3779
C -0.012 1.873 3.150 -0.450 0.015 0.042 0.6975
C -1.006 2.474 3.903 -0.072 0.084 -0.206 -0.3083
C -1.019 2.308 5.281 -0.002 0.009 0.048 -0.6694
C -0.042 1.537 5.894 0.026 -0.018 0.015 -0.6029
C 0.951 0.937 5.131 -0.047 0.074 0.009 -0.7929
C 0.968 1.105 3.757 0.062 -0.053 -0.219 -0.3716
H 2.861 1.911 0.943 0.061 0.007 0.031 0.1561
H 4.674 3.596 1.182 0.008 -0.010 0.008 0.4942
H 4.119 5.915 1.846 -0.005 0.008 -0.005 0.3942
H 1.765 6.548 2.261 -0.016 -0.007 0.013 0.4500
H -0.030 4.855 2.026 0.002 0.047 0.032 0.4649
H -1.776 3.050 3.403 -0.060 -0.045 0.040 0.3617
H -1.803 2.761 5.876 -0.001 0.028 -0.029 0.4249
H -0.059 1.394 6.967 -0.009 0.005 0.001 0.3789
H 1.707 0.326 5.606 0.002 -0.015 -0.022 0.4442
H 1.716 0.621 3.144 -0.021 -0.087 0.010 0.2351
```
Positions in Å, forces in eV/Å.

Output
Highest occupied orbital energy (spin up / spin down) in eV: -3.051 / -4.204
Molecular weight in g/mol: 1130.328
Spin multiplicity: 3
Energy in hartree: -7142.87465
Net charge: -1
Orbital gap (spin up / spin down) in eV: 4.855 / 5.971

---

[2]
The following is a DFT calculation (ωB97M-V/def2-TZVPD) of C46H47ClN11O4PbSSe as an isolated structure.

XYZ file:
```
112
Properties=species:S:1:pos:R:3:forces:R:3:mulliken_charge:R:1
Pb -1.032 0.601 -0.361 0.167 -0.344 -0.160 1.3196
N -2.212 -1.802 3.547 -0.077 0.044 0.078 0.2686
C -2.208 -1.342 2.293 0.197 -0.042 -0.077 -0.9747
N -1.947 -0.120 1.961 -0.067 0.217 0.023 0.7827
C -1.671 0.822 2.957 0.040 -0.109 0.066 -0.2362
N -1.587 2.086 2.708 0.023 -0.052 -0.128 -1.1949
N -1.739 2.356 1.360 -0.139 -0.192 0.067 1.0358
C -2.252 3.472 1.046 -0.084 0.224 -0.195 -1.2044
C -2.588 3.760 -0.371 -0.004 -0.189 0.214 0.7894
C -2.902 5.042 -0.782 -0.019 0.111 0.034 -0.8454
C -3.306 5.237 -2.095 -0.011 0.046 -0.038 -0.6136
C -3.396 4.148 -2.941 0.004 0.011 -0.018 -0.9032
C -3.050 2.896 -2.447 0.141 0.058 0.102 -0.5855
N -2.653 2.705 -1.195 -0.018 0.055 -0.040 0.8702
C -1.500 0.342 4.331 -0.087 0.075 -0.070 0.8341
C -1.068 1.169 5.372 0.031 0.022 -0.047 -0.3790
C -0.984 0.678 6.657 0.011 -0.002 -0.009 -0.8675
C -1.341 -0.646 6.925 0.004 0.021 0.035 -0.4619
C -1.759 -1.479 5.909 0.049 -0.063 0.002 -1.0538
C -1.826 -0.981 4.612 -0.008 -0.069 0.001 0.1848
H -2.446 -2.766 3.724 -0.010 0.002 -0.021 0.3532
H -2.408 -2.061 1.504 -0.030 0.025 0.008 0.4377
H -2.519 4.196 1.815 0.048 0.031 -0.020 0.4522
H -2.831 5.869 -0.088 -0.015 -0.011 -0.003 0.5120
H -3.553 6.229 -2.448 -0.004 -0.003 0.007 0.4666
H -3.722 4.258 -3.966 0.011 -0.009 0.012 0.5261
H -3.086 2.016 -3.080 0.005 0.031 0.012 0.3955
H -0.803 2.191 5.138 -0.028 -0.019 0.025 0.5060
H -0.647 1.319 7.460 -0.012 -0.016 -0.014 0.4553
H -1.291 -1.024 7.937 0.016 0.004 -0.016 0.4345
H -2.025 -2.511 6.111 -0.005 0.021 -0.001 0.4446
O -3.135 -4.931 -2.724 0.282 0.054 0.119 -0.5607
C -4.205 -4.206 -2.475 -0.113 0.119 0.093 0.4133
O -5.320 -4.597 -2.704 0.052 0.022 -0.020 -0.5969
C -3.994 -2.831 -1.897 0.171 -0.049 -0.066 -0.3632
C -5.010 -1.904 -1.751 -0.028 -0.035 -0.007 0.1101
Cl -6.666 -2.043 -2.072 -0.010 0.091 0.015 -0.1151
N -4.483 -0.776 -1.224 -0.077 0.114 0.000 -0.1684
N -3.166 -0.929 -0.990 -0.081 -0.094 -0.033 0.8473
C -2.851 -2.151 -1.400 0.056 -0.083 0.164 -0.2195
C -1.411 -2.607 -1.214 -0.039 -0.136 -0.097 0.4853
O -1.071 -3.679 -1.724 -0.125 -0.073 -0.039 -0.8415
O -0.664 -1.849 -0.526 -0.351 0.164 0.054 -0.1796
C -5.120 0.467 -0.911 0.024 -0.036 -0.041 0.1175
C -4.916 1.020 0.342 0.001 -0.023 0.117 -0.0685
C -5.477 2.252 0.642 -0.051 0.002 -0.015 -0.7753
C -6.240 2.921 -0.305 0.035 -0.047 -0.011 -0.5777
C -6.438 2.354 -1.558 -0.002 -0.003 0.019 -0.8378
C -5.876 1.125 -1.868 0.020 0.025 -0.053 -0.2639
H -2.296 -4.488 -2.396 -0.056 -0.006 -0.050 0.4946
H -4.311 0.494 1.068 -0.011 -0.002 -0.018 0.2785
H -5.324 2.684 1.623 0.001 -0.006 -0.009 0.4818
H -6.683 3.880 -0.068 0.005 -0.020 -0.007 0.4443
H -7.030 2.870 -2.302 0.003 0.003 0.010 0.4142
H -6.009 0.693 -2.852 -0.006 -0.027 0.029 0.5162
C 2.610 -1.208 4.876 0.034 -0.043 0.001 -0.9730
C 3.124 -2.360 4.012 -0.082 0.062 0.034 -0.1578
C 2.031 -3.354 3.625 0.009 0.053 -0.010 -1.0534
C 1.012 -2.781 2.643 0.132 0.015 -0.058 -0.3708
N 1.583 -2.542 1.323 0.027 -0.067 0.189 1.4073
C 1.774 -1.344 0.733 -0.203 -0.213 -0.303 -0.6220
Se 1.378 0.309 1.494 0.196 0.140 0.002 -0.2427
N 2.206 -1.567 -0.524 0.265 -0.051 0.052 1.6677
C 2.511 -0.570 -1.545 -0.038 -0.053 0.034 -1.1874
C 4.008 -0.472 -1.818 0.031 0.058 0.001 0.2137
C 4.807 0.095 -0.647 -0.042 0.077 -0.002 -0.5806
C 4.541 1.581 -0.414 0.037 -0.012 -0.014 -0.4755
C 2.274 -2.940 -0.754 -0.014 0.231 -0.071 0.5916
C 2.587 -3.667 -1.893 0.019 -0.026 -0.007 -1.0329
C 2.488 -5.044 -1.803 0.004 0.038 0.036 -0.9199
C 2.080 -5.669 -0.619 -0.013 0.038 -0.028 -0.9750
C 1.764 -4.938 0.512 -0.018 -0.071 0.003 -0.9007
C 1.879 -3.559 0.419 -0.134 0.072 0.097 0.8737
H 3.435 -0.587 5.226 -0.022 -0.006 -0.016 0.3932
H 2.084 -1.589 5.756 0.014 0.007 -0.014 0.3123
H 1.930 -0.559 4.322 -0.015 -0.014 0.017 0.0650
H 3.905 -2.897 4.553 0.015 -0.011 -0.012 0.4113
H 3.593 -1.963 3.105 0.016 -0.004 0.019 0.0539
H 1.489 -3.664 4.524 -0.002 -0.020 -0.004 0.5419
H 2.477 -4.255 3.199 -0.004 -0.004 0.002 0.4107
H 0.633 -1.826 3.002 -0.035 0.030 -0.026 -0.6867
H 0.168 -3.461 2.506 0.013 -0.041 0.001 0.4035
H 2.109 0.381 -1.199 -0.006 0.014 -0.008 0.0325
H 1.966 -0.852 -2.448 -0.018 0.024 -0.014 0.1996
H 4.143 0.174 -2.692 0.001 -0.144 0.200 -0.4873
H 4.390 -1.458 -2.091 0.003 -0.016 0.020 0.5546
H 5.869 -0.059 -0.843 0.016 -0.011 0.011 0.4753
H 4.573 -0.468 0.262 0.038 0.003 0.012 -0.0034
H 4.685 2.143 -1.343 0.032 -0.054 0.053 -0.1119
H 5.227 1.990 0.329 -0.024 -0.016 0.015 0.4874
H 3.526 1.758 -0.054 0.009 0.002 -0.035 0.0166
H 2.875 -3.183 -2.817 -0.013 -0.019 0.010 0.4745
H 2.716 -5.650 -2.670 -0.012 0.005 0.013 0.4274
H 1.994 -6.747 -0.593 0.013 0.011 -0.002 0.4159
H 1.423 -5.425 1.415 0.025 0.008 -0.003 0.4616
C 4.894 4.900 -2.938 -0.040 -0.035 0.016 -1.4514
C 4.076 3.728 -3.371 -0.028 0.136 0.068 0.4684
C 4.485 2.768 -4.245 0.059 -0.058 -0.099 -0.6121
C 3.594 1.712 -4.529 -0.105 -0.010 -0.019 0.8720
N 2.387 1.624 -3.997 -0.030 0.079 -0.049 -0.3232
C 1.957 2.589 -3.158 0.093 -0.090 0.078 -0.3004
S 0.420 2.633 -2.480 0.108 0.094 -0.060 -0.3474
N 2.837 3.602 -2.846 -0.116 0.065 -0.071 0.1648
C 4.001 0.603 -5.447 -0.010 0.023 -0.031 -1.1648
H 5.793 4.981 -3.543 -0.002 -0.006 0.003 0.3903
H 5.187 4.787 -1.893 -0.007 -0.021 0.007 0.3201
H 4.323 5.825 -3.029 0.001 -0.009 -0.016 0.3926
H 5.464 2.816 -4.699 -0.027 0.000 -0.003 0.4364
H 2.482 4.299 -2.204 0.020 -0.008 0.011 0.2767
H 4.850 0.883 -6.068 -0.003 -0.009 0.001 0.4107
H 3.157 0.317 -6.072 -0.002 0.001 -0.001 0.3530
H 4.280 -0.272 -4.855 0.002 0.023 -0.016 0.2204
```
Positions in Å, forces in eV/Å.

Output
Highest occupied orbital energy in eV: -9.849
Molecular weight in g/mol: 1171.635
Energy in hartree: -6137.04722
Net charge: +1
Energy above the lowest of the compared OMol25 structures with the same formula, charge and spin in kcal/mol: 9.2
Orbital gap in eV: 7.006